Entry 1:
Below is a cluster of 2 separate species, C3H9O2S in total in a non-equilibrium geometry, with properties calculated with wB97M-V/def2-TZVPD.

Positions of all 15 atoms, in Å:
S 2.315 0.647 -1.673
O -1.225 -0.951 0.583
O -2.834 -1.538 2.575
C 0.742 0.031 -0.932
C -1.158 0.406 0.694
C 0.206 0.976 0.110
H -2.463 -1.118 3.357
H 0.999 1.102 0.874
H -1.996 1.059 0.310
H -1.185 0.746 1.748
H -2.228 -1.205 1.789
H 0.075 1.972 -0.340
H 0.088 0.015 -1.801
H 0.816 -1.029 -0.692
H 2.426 -0.209 -2.668

Its HOMO-LUMO gap is 6.5512 eV. The calculation puts the strongest force on any atom at 0.0356 Eh/bohr. The charge is -1. The spin multiplicity is 1.

=====

Entry 2:
Below is a cluster of 2 separate species, C5H11O3 in total in a non-equilibrium geometry, with properties calculated with wB97M-V/def2-TZVPD.

Positions of all 19 atoms, in Å:
O 1.655 -0.958 0.445
O -1.440 0.326 2.275
O -0.133 1.194 0.704
C 0.474 -2.393 -0.970
C -1.053 1.299 1.575
C -1.902 2.539 1.768
C 0.923 0.029 -1.649
C 1.466 -1.225 -0.956
H 0.886 -0.425 0.733
H -2.894 2.169 1.490
H -0.157 0.003 -1.580
H 2.426 -1.464 -1.415
H -0.162 -2.370 -0.093
H -1.663 3.391 1.136
H -1.923 2.739 2.835
H -0.035 -2.570 -1.914
H 1.068 -3.279 -0.706
H 1.202 0.865 -1.007
H 1.263 0.128 -2.670

Its HOMO-LUMO gap is 8.2073 eV. The calculation puts the strongest force on any atom at 0.0460 Eh/bohr. The charge is -1. The spin multiplicity is 1.

=====

Entry 3:
Below is a structure of composition C21H34BF6N9O4S2Y, with properties calculated with wB97M-V/def2-TZVPD.

Positions of all 78 atoms, in Å:
Y -0.653 0.662 -0.207
S 1.913 2.245 0.052
S 2.991 2.876 -2.399
F 0.935 1.121 -2.677
F 1.760 1.909 -4.517
F 0.494 3.153 -3.290
F 1.413 4.564 1.184
F 3.518 4.187 0.846
F 2.474 3.164 2.443
O 2.734 4.265 -2.196
O 1.758 1.067 0.892
O 0.576 2.629 -0.466
O 4.073 2.407 -3.183
N 0.203 -1.502 -0.766
N -2.299 -1.549 1.093
N -0.956 2.140 1.884
N -2.801 -1.192 -1.461
N -2.038 -0.193 -2.002
N -1.261 -0.795 1.583
N 2.976 2.069 -1.013
N -0.770 -2.463 -0.700
N -2.827 1.904 -0.324
C -2.991 3.373 -0.105
C 1.119 -3.498 -1.158
C -2.673 0.241 -3.092
C -2.922 3.568 2.475
C -2.117 1.341 -3.935
C -0.193 -0.323 3.763
C -2.957 -2.120 2.129
C -1.260 -0.926 2.906
C -3.857 -0.479 -3.262
C 2.653 -1.407 -1.164
C 1.451 2.238 -3.277
C -3.900 -1.383 -2.215
C -4.928 -2.430 -1.940
C -2.193 2.247 2.702
C -0.232 -3.674 -0.934
C -4.139 -3.017 1.975
C 1.351 -2.126 -1.042
C 2.378 3.651 1.210
C -3.733 3.691 1.185
C -2.330 -1.736 3.297
C -1.014 -4.945 -0.934
B -2.232 -2.138 -0.365
H -0.349 -5.776 -1.156
H -4.510 -3.293 2.960
H -1.160 1.045 -4.365
H -0.570 0.512 4.356
H -2.008 3.849 -0.113
H 3.418 -2.084 -1.536
H -2.798 1.579 -4.748
H 2.976 -1.026 -0.195
H -2.187 4.378 2.522
H -4.621 3.051 1.246
H -1.804 -4.927 -1.685
H -3.440 1.410 0.323
H -4.103 4.716 1.118
H 0.654 0.002 3.158
H -5.290 -2.382 -0.915
H -4.578 -0.378 -4.056
H -1.476 -5.125 0.038
H 1.843 -4.263 -1.380
H 2.586 -0.562 -1.846
H 0.174 -1.069 4.466
H -3.599 3.726 3.315
H -1.938 2.182 3.760
H -3.883 -3.928 1.433
H -3.549 3.787 -0.944
H -4.520 -3.428 -2.102
H -2.842 1.393 2.490
H -3.197 1.672 -1.241
H -1.949 2.255 -3.360
H -0.661 3.078 1.626
H -2.594 -2.034 4.298
H -0.206 1.784 2.470
H -2.886 -3.133 -0.380
H -4.943 -2.521 1.431
H -5.771 -2.292 -2.613

Its HOMO-LUMO gap is 9.5472 eV. The calculation puts the strongest force on any atom at 0.0094 Eh/bohr. The charge is +1. The spin multiplicity is 1.

=====

Entry 4:
Below is an isolated molecule of C21H31BrN4O2, with properties calculated with wB97M-V/def2-TZVPD.

Positions of all 59 atoms, in Å:
Br 1.318 -2.846 7.670
O -1.651 3.549 -1.820
O -1.392 1.026 2.522
N 3.130 -0.330 3.407
N 0.654 0.029 2.387
N -2.678 -0.039 -4.773
N -1.732 1.293 -1.422
C -2.655 -2.321 -4.238
C -3.156 1.242 -6.838
C -0.396 0.751 1.887
C -0.573 2.584 0.146
C -1.298 0.334 -0.428
C -1.366 2.579 -1.149
C -2.572 0.963 -2.549
C -1.978 -0.083 -3.489
C 4.856 0.448 5.023
C -0.261 1.112 0.418
C 2.198 -1.482 5.355
C -2.139 -1.541 -3.012
C 4.505 -0.484 3.864
C -0.202 -1.648 5.593
C -2.258 1.061 -5.627
C 1.075 -1.907 6.045
C 2.051 -0.784 4.159
C 0.750 -0.570 3.665
C -2.478 -1.342 -5.390
C -0.355 -0.979 4.386
C 5.434 -0.252 2.681
H 5.873 0.266 5.373
H 0.312 3.204 0.028
H 4.793 1.488 4.693
H 5.331 0.771 2.309
H -3.552 0.606 -2.210
H -1.459 -1.419 -5.813
H -4.190 1.376 -6.520
H -1.065 -1.968 6.157
H 1.404 -0.187 1.749
H -2.850 2.120 -7.407
H -1.196 3.008 0.934
H -2.851 -1.599 -2.188
H -2.728 1.907 -3.067
H 5.206 -0.941 1.868
H -3.112 0.383 -7.508
H -1.342 -0.774 4.001
H -3.708 -2.572 -4.121
H 3.178 -1.680 5.762
H -2.261 1.979 -5.040
H 4.614 -1.522 4.186
H -2.108 -3.249 -4.400
H -0.850 -0.542 -0.896
H 2.973 0.575 2.983
H -1.214 0.902 -5.956
H -3.190 -1.508 -6.198
H 4.175 0.321 5.864
H -0.904 0.144 -3.631
H 6.473 -0.392 2.979
H 0.740 0.876 0.052
H -1.191 -1.941 -2.653
H -2.131 0.002 0.200

Its SMILES is CCN1CCC[C@@H]1CN1C[C@H](C(=O)Nc2ccc(Br)cc2NC(C)C)CC1=O. Its HOMO-LUMO gap is 8.5351 eV. The calculation puts the strongest force on any atom at 0.0091 Eh/bohr. The spin multiplicity is 1.

=====

Entry 5:
Below is a structure of composition C17H18BHfN7O3S in a non-equilibrium geometry, with properties calculated with wB97M-V/def2-TZVPD.

Positions of all 48 atoms, in Å:
Hf 0.000 0.000 0.000
S 0.527 1.830 3.002
O 1.428 0.591 3.067
O -0.755 1.589 3.811
O -0.098 3.416 -0.304
N -2.217 -1.981 0.732
N -1.826 0.395 -1.125
N -2.680 -0.636 -1.353
N -1.284 -1.176 1.303
N 0.128 -1.819 -1.197
N -1.008 -2.530 -1.414
N -0.053 1.858 1.344
C 1.204 3.446 2.956
C 1.993 4.087 3.908
C -3.593 1.173 -2.287
C -0.724 -3.626 -2.165
C -2.914 -2.628 1.702
C -1.389 -1.312 2.634
C 2.463 5.377 3.619
C 2.134 5.993 2.395
C 1.333 5.322 1.452
C -2.415 -2.228 2.941
C -3.755 -0.193 -2.053
C 0.874 4.036 1.753
C 1.196 1.098 -1.278
C 1.134 -2.466 -1.808
C 0.135 3.118 0.851
C -2.362 1.494 -1.680
C 0.642 -3.624 -2.443
B -2.360 -2.058 -0.814
H -2.747 -2.553 3.926
H 0.558 1.750 -1.900
H -4.269 1.840 -2.818
H 1.304 -0.282 0.822
H -3.243 -2.828 -1.114
H 2.254 3.596 4.836
H 3.094 5.893 4.330
H 1.744 0.407 -1.944
H 2.514 6.981 2.172
H 1.203 -4.358 -3.019
H -0.727 -0.749 3.291
H 1.924 1.723 -0.737
H -3.711 -3.323 1.436
H -4.553 -0.881 -2.331
H -1.840 2.448 -1.610
H 1.110 5.783 0.500
H -1.515 -4.322 -2.442
H 2.147 -2.067 -1.757

Its HOMO-LUMO gap (alpha / beta) is 3.3875 / 3.3843 eV. The calculation puts the strongest force on any atom at 0.1677 Eh/bohr. The charge is +2. The spin multiplicity is 1.

=====

Entry 6:
Below is an isolated molecule of C8H7N3 in a non-equilibrium geometry, with properties calculated with wB97M-V/def2-TZVPD.

Positions of all 18 atoms, in Å:
N 1.776 1.042 0.128
N -1.105 -1.183 0.046
N 1.779 -1.151 -0.133
C -0.476 -0.043 0.018
C 3.042 0.619 0.073
C -3.138 -0.126 -0.038
C 1.031 -0.053 0.005
C -2.496 1.160 -0.065
C -2.386 -1.228 0.068
C 3.032 -0.683 -0.078
C -1.198 1.185 -0.075
H -2.804 -2.155 0.263
H 3.926 1.196 0.021
H -0.669 2.312 -0.181
H -4.249 0.178 0.196
H 1.379 1.854 0.253
H -3.007 2.061 -0.201
H 3.803 -1.385 -0.088

Its SMILES is c1ccc(-c2ncc[nH]2)nc1. Its HOMO-LUMO gap is 9.0404 eV. The calculation puts the strongest force on any atom at 0.1248 Eh/bohr. The spin multiplicity is 1.

=====

Please write out number 5 again, unchanged.
Below is a structure of composition C17H18BHfN7O3S in a non-equilibrium geometry, with properties calculated with wB97M-V/def2-TZVPD.

Positions of all 48 atoms, in Å:
Hf 0.000 0.000 0.000
S 0.527 1.830 3.002
O 1.428 0.591 3.067
O -0.755 1.589 3.811
O -0.098 3.416 -0.304
N -2.217 -1.981 0.732
N -1.826 0.395 -1.125
N -2.680 -0.636 -1.353
N -1.284 -1.176 1.303
N 0.128 -1.819 -1.197
N -1.008 -2.530 -1.414
N -0.053 1.858 1.344
C 1.204 3.446 2.956
C 1.993 4.087 3.908
C -3.593 1.173 -2.287
C -0.724 -3.626 -2.165
C -2.914 -2.628 1.702
C -1.389 -1.312 2.634
C 2.463 5.377 3.619
C 2.134 5.993 2.395
C 1.333 5.322 1.452
C -2.415 -2.228 2.941
C -3.755 -0.193 -2.053
C 0.874 4.036 1.753
C 1.196 1.098 -1.278
C 1.134 -2.466 -1.808
C 0.135 3.118 0.851
C -2.362 1.494 -1.680
C 0.642 -3.624 -2.443
B -2.360 -2.058 -0.814
H -2.747 -2.553 3.926
H 0.558 1.750 -1.900
H -4.269 1.840 -2.818
H 1.304 -0.282 0.822
H -3.243 -2.828 -1.114
H 2.254 3.596 4.836
H 3.094 5.893 4.330
H 1.744 0.407 -1.944
H 2.514 6.981 2.172
H 1.203 -4.358 -3.019
H -0.727 -0.749 3.291
H 1.924 1.723 -0.737
H -3.711 -3.323 1.436
H -4.553 -0.881 -2.331
H -1.840 2.448 -1.610
H 1.110 5.783 0.500
H -1.515 -4.322 -2.442
H 2.147 -2.067 -1.757

Its HOMO-LUMO gap (alpha / beta) is 3.3875 / 3.3843 eV. The calculation puts the strongest force on any atom at 0.1677 Eh/bohr. The charge is +2. The spin multiplicity is 1.

=====

Repeat the fifth record exactly.
Below is a structure of composition C17H18BHfN7O3S in a non-equilibrium geometry, with properties calculated with wB97M-V/def2-TZVPD.

Positions of all 48 atoms, in Å:
Hf 0.000 0.000 0.000
S 0.527 1.830 3.002
O 1.428 0.591 3.067
O -0.755 1.589 3.811
O -0.098 3.416 -0.304
N -2.217 -1.981 0.732
N -1.826 0.395 -1.125
N -2.680 -0.636 -1.353
N -1.284 -1.176 1.303
N 0.128 -1.819 -1.197
N -1.008 -2.530 -1.414
N -0.053 1.858 1.344
C 1.204 3.446 2.956
C 1.993 4.087 3.908
C -3.593 1.173 -2.287
C -0.724 -3.626 -2.165
C -2.914 -2.628 1.702
C -1.389 -1.312 2.634
C 2.463 5.377 3.619
C 2.134 5.993 2.395
C 1.333 5.322 1.452
C -2.415 -2.228 2.941
C -3.755 -0.193 -2.053
C 0.874 4.036 1.753
C 1.196 1.098 -1.278
C 1.134 -2.466 -1.808
C 0.135 3.118 0.851
C -2.362 1.494 -1.680
C 0.642 -3.624 -2.443
B -2.360 -2.058 -0.814
H -2.747 -2.553 3.926
H 0.558 1.750 -1.900
H -4.269 1.840 -2.818
H 1.304 -0.282 0.822
H -3.243 -2.828 -1.114
H 2.254 3.596 4.836
H 3.094 5.893 4.330
H 1.744 0.407 -1.944
H 2.514 6.981 2.172
H 1.203 -4.358 -3.019
H -0.727 -0.749 3.291
H 1.924 1.723 -0.737
H -3.711 -3.323 1.436
H -4.553 -0.881 -2.331
H -1.840 2.448 -1.610
H 1.110 5.783 0.500
H -1.515 -4.322 -2.442
H 2.147 -2.067 -1.757

Its HOMO-LUMO gap (alpha / beta) is 3.3875 / 3.3843 eV. The calculation puts the strongest force on any atom at 0.1677 Eh/bohr. The charge is +2. The spin multiplicity is 1.

=====

> Which of these has the highest strongest force on any atom?

C17H18BHfN7O3S

=====

Please write out number 6 again, unchanged.
Below is an isolated molecule of C8H7N3 in a non-equilibrium geometry, with properties calculated with wB97M-V/def2-TZVPD.

Positions of all 18 atoms, in Å:
N 1.776 1.042 0.128
N -1.105 -1.183 0.046
N 1.779 -1.151 -0.133
C -0.476 -0.043 0.018
C 3.042 0.619 0.073
C -3.138 -0.126 -0.038
C 1.031 -0.053 0.005
C -2.496 1.160 -0.065
C -2.386 -1.228 0.068
C 3.032 -0.683 -0.078
C -1.198 1.185 -0.075
H -2.804 -2.155 0.263
H 3.926 1.196 0.021
H -0.669 2.312 -0.181
H -4.249 0.178 0.196
H 1.379 1.854 0.253
H -3.007 2.061 -0.201
H 3.803 -1.385 -0.088

Its SMILES is c1ccc(-c2ncc[nH]2)nc1. Its HOMO-LUMO gap is 9.0404 eV. The calculation puts the strongest force on any atom at 0.1248 Eh/bohr. The spin multiplicity is 1.